1.
DFT (the ωB97M-V functional and the def2-TZVPD basis) results for C28H31N3O6 in the gas phase at a distorted geometry.

Last column: natural (NBO) charge in e.
Cartesian coordinates (Å):
C  -6.182  1.992  2.462  -0.63
H  -4.825  -3.084  0.778  0.18
C  -1.838  -2.595  -3.297  -0.21
C  -1.599  0.924  -1.397  -0.15
C  1.610  3.007  -1.489  0.16
C  -2.741  1.345  -0.671  -0.21
N  -3.944  1.733  1.464  -0.55
C  -5.171  1.839  1.115  0.65
H  -1.550  0.748  -2.301  0.18
C  1.060  -0.861  -1.643  -0.10
H  -7.117  1.778  1.994  0.24
C  -4.436  -3.064  -0.106  -0.23
H  -4.947  -2.237  -0.723  0.21
H  5.557  -2.647  0.354  0.20
H  6.674  -1.405  2.143  0.17
H  -1.609  1.827  2.493  0.20
H  3.154  0.066  -0.413  0.42
H  -0.616  5.334  -0.971  0.20
O  -5.542  1.279  -0.190  -0.73
H  -0.462  -1.889  2.339  0.16
C  5.342  0.251  1.990  -0.33
C  6.327  -0.673  1.154  -0.36
H  -0.046  -3.225  1.325  0.15
H  -4.518  -4.170  -0.567  0.18
C  5.214  -1.570  0.381  -0.37
C  -2.633  -2.961  -2.464  -0.20
C  2.375  3.982  -1.408  -0.32
H  5.195  -1.271  -0.508  0.16
C  1.607  5.118  -1.504  -0.31
C  3.915  -0.491  2.314  -0.41
H  -0.058  -1.676  -3.796  0.18
C  -0.246  -1.541  -1.912  0.01
H  -6.150  3.127  2.621  0.23
H  -3.709  1.073  -1.176  0.28
C  1.848  1.305  -1.473  0.75
C  -0.310  1.476  0.732  -0.17
C  -0.790  -2.285  1.567  -0.20
O  1.757  -2.900  -0.169  -0.67
H  3.257  0.102  2.723  0.21
C  -0.670  -2.012  -2.925  -0.21
H  -3.569  -3.315  -2.502  0.21
C  -2.272  -2.497  -1.029  0.24
C  2.036  -1.682  -0.456  0.69
C  -2.709  1.504  0.807  0.11
H  1.595  -0.802  -2.488  0.22
H  -6.042  1.349  3.057  0.18
C  3.662  -1.388  1.125  -0.04
C  0.239  4.823  -1.105  0.13
O  2.895  1.059  -1.808  -0.57
H  5.002  1.166  1.337  0.16
H  -2.035  -2.878  -4.322  0.21
N  2.977  -1.035  0.178  -0.61
H  2.021  6.297  -1.687  0.22
C  -0.354  0.775  -0.581  0.21
H  3.544  3.859  -1.674  0.25
H  0.542  1.194  1.325  0.20
O  0.252  3.509  -1.209  -0.43
N  0.773  0.544  -1.089  -0.51
O  -0.660  -1.545  0.523  -0.54
H  -1.719  -3.037  1.613  0.18
H  3.399  -2.364  1.340  0.25
H  5.657  0.761  2.656  0.16
H  4.230  -0.973  3.187  0.21
H  6.990  -0.369  0.554  0.19
C  -1.606  1.573  1.525  -0.21
C  -1.130  -1.853  -0.824  0.23
O  -3.006  -2.563  0.034  -0.50
H  -3.892  2.138  2.662  0.39

Summary:
HOMO level: -7.764 eV
Net charge: 0
SMILES: COc1cccc([C@H](C(=O)NC2CCCC2)N(C(=O)c2ccco2)c2ccc(NC(C)=O)cc2)c1OC
M: 505.571 g mol⁻¹
Orbital gap: 7.898 eV
Energy: -46269.6151 eV
F_max: 17.57 eV Å⁻¹

=====

2.
DFT (the ωB97M-V functional and the def2-TZVPD basis) results for a molecular structure, C7H19FeN4O5 at a distorted geometry.

Last column: natural (NBO) charge in e.
Cartesian coordinates (Å):
C  -1.223  4.015  0.091  -0.07
H  -0.141  3.945  -1.828  0.10
O  1.272  0.296  -0.027  -0.98
C  1.684  -1.939  -0.942  -0.64
H  -0.932  5.070  0.190  0.11
O  -0.645  3.203  1.068  -0.97
O  -1.885  -0.209  -0.402  -0.70
H  4.151  -0.958  -1.121  0.17
C  -1.854  -1.201  -1.135  0.79
H  0.568  -2.270  3.056  0.37
H  2.522  -2.586  -1.238  0.18
Fe  -0.565  1.307  0.140  1.58
H  -1.869  3.990  -2.102  0.12
O  -1.028  2.177  -1.663  -1.01
H  -1.072  -1.821  -2.956  0.38
H  -2.230  -0.375  3.924  0.41
C  -0.501  -0.527  2.796  0.79
N  -1.405  -0.916  3.750  -0.85
N  0.460  -1.462  2.484  -0.88
C  3.523  -0.133  -0.759  -0.62
C  2.195  -0.677  -0.193  0.14
N  -1.982  -2.463  -0.644  -0.84
N  -1.432  -1.065  -2.408  -0.84
H  -1.222  -1.772  4.230  0.37
H  -2.224  -3.172  -1.313  0.38
H  1.047  -1.128  1.721  0.46
C  -1.107  3.573  -1.426  -0.08
O  -0.668  0.423  2.055  -0.66
H  -1.287  -0.108  -2.716  0.45
H  1.134  -1.701  -1.855  0.19
H  1.085  -2.610  -0.320  0.19
H  2.590  -1.115  0.758  0.06
H  -2.330  3.989  0.181  0.09
H  -1.991  -2.661  0.335  0.41
H  3.256  0.418  -1.668  0.20
H  4.106  0.462  -0.063  0.20

Summary:
HOMO level (alpha / beta): -2.917 / -2.503 eV
Net charge: -1
Expectation value of S²: 6.01
M: 295.097 g mol⁻¹
Orbital gap (alpha / beta): 5.563 / 5.148 eV
Energy: -58153.7755 eV
F_max: 2.82 eV Å⁻¹
Multiplicity: 5

=====

3.
DFT (the ωB97M-V functional and the def2-TZVPD basis) results for a molecular structure, C6H9Cl15 at a distorted geometry.

Last column: natural (NBO) charge in e.
Cartesian coordinates (Å):
Cl  -4.131  2.644  -1.189  -0.01
H  -1.213  0.348  0.615  0.23
H  -0.123  -0.551  3.896  0.24
Cl  1.776  0.685  -0.750  0.04
Cl  2.328  -2.846  1.414  0.00
Cl  1.565  0.933  3.082  0.01
Cl  -0.082  -1.207  2.031  -0.08
H  -4.757  1.350  0.723  0.23
H  1.447  2.429  -2.143  0.23
Cl  3.599  -0.182  1.198  0.01
Cl  1.224  -2.640  -3.170  -0.02
Cl  -2.819  0.369  0.081  0.09
C  0.114  0.509  3.993  -0.28
Cl  -1.267  1.472  3.371  -0.02
C  -0.278  -0.208  0.541  -0.47
H  -0.120  -0.878  -2.642  0.25
Cl  -1.410  -2.020  -4.264  -0.04
C  -3.802  1.760  0.394  -0.26
Cl  -0.446  -1.274  -0.788  0.03
Cl  0.347  0.673  -3.411  0.01
C  2.517  -1.331  0.379  -0.32
Cl  3.118  -1.619  -1.240  0.03
C  -0.342  -1.921  -2.870  -0.47
H  0.618  0.388  0.370  0.19
H  1.549  -0.843  0.269  0.25
H  -0.898  -2.426  -2.080  0.21
H  2.647  1.310  -2.868  0.24
Cl  -3.186  2.784  1.720  0.04
Cl  0.345  0.902  5.711  0.00
C  1.679  1.390  -2.374  -0.36

Summary:
HOMO level: -9.880 eV
Net charge: 0
M: 612.933 g mol⁻¹
Orbital gap: 9.925 eV
Energy: -194195.0288 eV
F_max: 7.41 eV Å⁻¹

=====

4.
DFT (the ωB97M-V functional and the def2-TZVPD basis) results for 2 unconnected molecules or ions with the total composition C9H14 at a distorted geometry.

Last column: natural (NBO) charge in e.
Cartesian coordinates (Å):
H  -3.077  -2.401  0.109  0.21
H  0.264  3.460  -0.504  0.22
C  1.490  -0.838  0.351  -0.26
C  -0.250  2.615  -0.009  -0.64
H  -2.754  -0.918  2.853  0.21
H  -2.169  -2.732  2.548  0.21
H  -3.973  -1.925  2.433  0.20
H  2.565  -1.916  -1.271  0.21
H  -0.002  0.255  1.558  0.21
H  2.055  -0.064  -3.006  0.22
H  -1.130  2.800  -0.501  0.23
H  1.352  -1.673  1.078  0.23
H  -0.231  3.004  1.078  0.22
C  -2.830  -1.792  2.257  -0.62
H  -3.257  -0.620  0.509  0.20
C  1.162  1.182  -1.542  -0.20
C  2.049  -0.882  -0.939  -0.19
C  -2.779  -1.498  0.676  -0.60
C  0.563  1.345  -0.254  -0.04
H  -1.712  -1.347  0.489  0.20
C  1.771  0.021  -1.970  -0.23
C  0.652  0.207  0.589  -0.19
H  1.108  1.912  -2.334  0.20

Summary:
HOMO level: -8.902 eV
Net charge: 0
SMILES: Cc1ccccc1.CC
M: 122.211 g mol⁻¹
Orbital gap: 9.855 eV
Energy: -9557.9070 eV
F_max: 5.19 eV Å⁻¹